one) {"formula": "C4H4N2O", "method": "wB97M-V/def2-TZVPD", "spin_multiplicity": 1, "e_homo_ev": -11.7, "elements": ["N", "C", "C", "O", "C", "C", "N", "H", "H", "H", "H"], "coordinates": [[2.111, -0.971, 1.351], [1.349, -0.566, 0.581], [0.436, 0.022, -0.423], [-0.703, -0.750, -0.711], [-1.830, -0.585, 0.122], [-2.000, 0.775, 0.670], [-2.160, 1.824, 1.128], [0.983, 0.123, -1.364], [0.154, 1.023, -0.076], [-2.702, -0.798, -0.503], [-1.825, -1.286, 0.966]], "nbo_charge": [-0.29, 0.23, -0.17, -0.49, -0.17, 0.22, -0.28, 0.24, 0.23, 0.24, 0.22]}

=====

two) {"formula": "C4H4N2O", "method": "wB97M-V/def2-TZVPD", "spin_multiplicity": 1, "e_homo_ev": -9.3, "elements": ["O", "C", "C", "C", "C", "N", "N", "H", "H", "H", "H"], "coordinates": [[1.361, -1.930, -0.621], [0.763, -0.758, -0.246], [-0.107, -0.044, -1.059], [-0.911, 0.994, -0.525], [-0.708, 1.170, 0.749], [0.032, 0.425, 1.605], [0.926, -0.361, 1.118], [1.549, -2.460, 0.362], [0.029, -0.530, -1.990], [-1.632, 1.831, -0.858], [-1.302, 1.663, 1.464]], "nbo_charge": [-0.67, 0.44, -0.29, -0.20, -0.09, -0.17, -0.24, 0.51, 0.24, 0.26, 0.21]}

=====

three) {"formula": "C4H4N2O", "method": "wB97M-V/def2-TZVPD", "spin_multiplicity": 1, "e_homo_ev": -10.0, "elements": ["C", "C", "C", "N", "O", "N", "C", "H", "H", "H", "H"], "coordinates": [[-1.625, -0.858, 0.011], [-1.770, 0.732, -0.085], [-0.168, 0.668, 0.052], [1.043, 1.170, 0.014], [1.846, 0.013, 0.065], [1.266, -1.026, -0.080], [-0.118, -0.660, -0.075], [-1.921, -1.016, 1.219], [-2.042, -1.367, -0.688], [-2.300, 1.256, -0.882], [-2.580, 0.726, 0.870]], "nbo_charge": [-0.35, -0.41, 0.09, -0.14, -0.07, 0.00, 0.00, 0.21, 0.20, 0.24, 0.23]}

=====

Most stable: one). Least stable: three).

=====

one) {"formula": "C4H12NOS", "method": "wB97M-V/def2-TZVPD", "spin_multiplicity": 1, "charge": -1, "e_homo_ev": -3.5, "elements": ["C", "C", "S", "C", "N", "C", "H", "H", "H", "H", "H", "H", "H", "H", "H", "H", "H", "H", "O"], "coordinates": [[0.492, -0.517, -0.481], [0.441, -2.022, -0.486], [2.330, -4.359, -0.750], [-0.959, -0.046, -0.246], [-1.157, 1.381, 0.019], [-0.930, 1.701, 1.446], [1.138, -0.130, 0.303], [0.813, -0.109, -1.438], [0.147, -2.447, 0.477], [1.317, -2.705, -0.737], [-1.555, -0.369, -1.128], [-1.372, -0.553, 0.663], [-0.270, -2.306, -1.252], [0.121, 1.488, 1.663], [-1.765, 1.163, 1.970], [-1.190, 2.724, 1.710], [1.340, 3.030, -0.992], [-0.184, 1.774, -0.376], [1.242, 2.302, -0.364]], "nbo_charge": [-0.44, -0.45, -0.27, -0.20, -0.69, -0.43, 0.23, 0.23, 0.21, 0.15, 0.17, 0.15, 0.20, 0.20, 0.15, 0.19, 0.42, 0.44, -1.27]}

=====

two) {"formula": "C4H12NOS", "method": "wB97M-V/def2-TZVPD", "spin_multiplicity": 1, "charge": -1, "e_homo_ev": -2.7, "elements": ["C", "N", "C", "C", "S", "C", "H", "H", "H", "H", "H", "H", "H", "H", "H", "H", "H", "H", "O"], "coordinates": [[1.084, -2.714, 2.093], [0.309, -2.378, 0.907], [0.359, -0.894, 0.630], [-0.770, -0.503, -0.312], [-0.970, 1.319, -0.358], [1.714, -0.495, 0.059], [2.153, -2.550, 2.050], [0.730, -2.221, 2.986], [0.921, -3.790, 2.238], [0.854, -2.806, 0.168], [0.093, -0.456, 1.590], [-0.567, -0.911, -1.308], [-1.699, -0.972, -0.019], [2.585, -0.956, 0.510], [1.773, 0.580, 0.149], [1.661, -0.712, -1.008], [-0.881, 3.379, -1.604], [-0.804, 3.732, -3.081], [-0.928, 4.144, -2.213]], "nbo_charge": [-0.41, -0.62, -0.07, -0.50, -0.75, -0.65, 0.15, 0.19, 0.18, 0.33, 0.19, 0.16, 0.19, 0.18, 0.25, 0.20, 0.51, 0.45, -0.98]}

=====

Most stable: two). Least stable: one).

=====

one) {"formula": "C4H12NOS", "method": "wB97M-V/def2-TZVPD", "spin_multiplicity": 1, "charge": -1, "e_homo_ev": -2.1, "elements": ["C", "N", "C", "C", "S", "C", "H", "H", "H", "H", "H", "H", "H", "H", "H", "H", "H", "H", "O"], "coordinates": [[0.824, 0.576, -0.357], [-0.172, 0.750, 0.698], [-1.069, -0.413, 1.005], [-1.585, -1.245, -0.153], [-0.647, -2.730, -0.506], [-2.405, 0.243, 1.506], [0.165, 0.574, -1.185], [1.556, 1.310, -0.488], [1.406, -0.354, -0.546], [0.374, 1.067, 1.528], [-0.457, -1.155, 1.662], [-2.712, -1.457, -0.205], [-1.314, -0.733, -1.144], [-2.174, 0.921, 2.365], [-3.019, -0.662, 1.590], [-2.731, 0.921, 0.790], [4.820, 0.013, -2.303], [4.426, 1.491, -2.481], [4.713, 0.884, -1.776]], "nbo_charge": [-0.44, -0.65, -0.08, -0.58, -0.72, -0.62, 0.19, 0.18, 0.20, 0.34, 0.19, 0.19, 0.21, 0.18, 0.21, 0.20, 0.47, 0.46, -0.93]}

=====

two) {"formula": "C4H12NOS", "method": "wB97M-V/def2-TZVPD", "spin_multiplicity": 1, "charge": -1, "e_homo_ev": -2.8, "elements": ["C", "C", "S", "C", "H", "H", "H", "H", "H", "H", "H", "H", "N", "C", "O", "H", "H", "H", "H"], "coordinates": [[0.076, -0.287, -2.575], [-1.100, -0.419, -1.623], [-1.004, -1.999, -0.720], [-1.293, -1.421, 0.964], [-0.002, 0.608, -3.196], [0.169, -1.161, -3.230], [0.980, -0.194, -1.976], [-2.053, -0.392, -2.159], [-1.026, 0.384, -0.877], [-0.633, -0.574, 1.153], [-2.337, -1.134, 1.111], [-1.085, -2.254, 1.638], [1.334, 0.695, 2.388], [1.107, 1.645, 1.250], [0.627, 1.005, 0.177], [1.701, -0.145, 1.955], [2.043, 1.033, 3.030], [0.418, 2.430, 1.644], [2.077, 2.178, 1.047]], "nbo_charge": [-0.62, -0.54, 0.11, -0.76, 0.19, 0.17, 0.25, 0.17, 0.29, 0.29, 0.18, 0.20, -0.91, 0.15, -0.96, 0.34, 0.32, 0.06, 0.04]}

=====

Most stable: two). Least stable: one).

=====

one) {"formula": "C15H44AuGeN2O2SbSeSi3", "method": "wB97M-V/def2-TZVPD", "spin_multiplicity": 1, "e_homo_ev": -7.9, "elements": ["Au", "N", "N", "C", "O", "O", "H", "H", "H", "C", "Ge", "C", "C", "C", "Se", "C", "H", "H", "H", "H", "H", "H", "H", "H", "H", "H", "H", "H", "H", "H", "C", "Si", "C", "C", "Sb", "Si", "C", "C", "C", "Si", "C", "C", "C", "H", "H", "H", "H", "H", "H", "H", "H", "H", "H", "H", "H", "H", "H", "H", "H", "H", "H", "H", "H", "H", "H", "H", "H", "H", "H", "H"], "coordinates": [[0.854, 0.460, 1.468], [1.771, 2.694, 2.611], [2.253, 2.113, 3.800], [1.550, 1.006, 4.353], [1.718, 0.806, 5.545], [0.819, 0.301, 3.562], [2.534, 3.159, 2.139], [1.024, 3.359, 2.783], [2.471, 2.763, 4.542], [-1.808, -1.687, 3.119], [-3.371, -0.814, 2.358], [-4.327, 0.175, 3.742], [-4.569, -2.150, 1.568], [-2.842, 0.392, 0.892], [-2.030, 2.086, 1.427], [-3.693, 3.054, 1.711], [-2.122, -2.376, 3.906], [-1.114, -0.968, 3.553], [-1.276, -2.266, 2.360], [-4.576, -0.499, 4.563], [-5.255, 0.600, 3.358], [-3.702, 0.976, 4.139], [-4.865, -2.891, 2.312], [-4.078, -2.674, 0.745], [-5.472, -1.674, 1.181], [-3.687, 0.625, 0.241], [-2.093, -0.108, 0.274], [-4.258, 2.611, 2.526], [-4.284, 3.055, 0.797], [-3.429, 4.077, 1.971], [1.468, -3.429, -0.004], [0.532, -2.496, -1.320], [-1.312, -2.630, -1.057], [0.990, -3.116, -3.023], [1.141, -0.040, -0.985], [-0.016, 1.346, -2.783], [-1.856, 1.203, -2.532], [0.487, 0.679, -4.455], [0.529, 3.119, -2.580], [3.672, 0.119, -1.269], [4.242, -0.916, -2.718], [4.120, 1.914, -1.531], [4.386, -0.508, 0.334], [1.158, -4.477, 0.014], [1.284, -2.998, 0.983], [2.544, -3.402, -0.191], [-1.633, -3.673, -1.143], [-1.870, -2.048, -1.795], [-1.588, -2.275, -0.062], [0.730, -4.176, -3.098], [2.060, -3.018, -3.218], [0.454, -2.585, -3.811], [-2.202, 0.170, -2.606], [-2.371, 1.788, -3.301], [-2.141, 1.592, -1.551], [0.091, -0.326, -4.614], [1.572, 0.639, -4.571], [0.088, 1.323, -5.245], [0.346, 3.470, -1.562], [-0.041, 3.755, -3.263], [1.589, 3.248, -2.803], [3.718, -0.654, -3.640], [4.082, -1.979, -2.527], [5.313, -0.766, -2.885], [3.801, 2.277, -2.509], [5.207, 2.028, -1.468], [3.669, 2.549, -0.766], [4.083, -1.539, 0.532], [4.049, 0.100, 1.177], [5.480, -0.477, 0.300]], "nbo_charge": [0.51, -0.68, -0.53, 0.87, -0.68, -0.85, 0.36, 0.35, 0.37, -1.10, 1.62, -1.09, -1.09, -1.05, 0.27, -0.79, 0.23, 0.28, 0.22, 0.24, 0.22, 0.24, 0.23, 0.23, 0.23, 0.23, 0.24, 0.22, 0.21, 0.23, -1.13, 1.39, -1.13, -1.13, -0.32, 1.40, -1.13, -1.13, -1.13, 1.39, -1.13, -1.13, -1.13, 0.24, 0.26, 0.24, 0.25, 0.24, 0.25, 0.24, 0.24, 0.24, 0.24, 0.24, 0.26, 0.24, 0.24, 0.24, 0.25, 0.24, 0.24, 0.24, 0.24, 0.24, 0.24, 0.24, 0.24, 0.25, 0.26, 0.24]}

=====

two) {"formula": "C15H44AuGeN2O2SbSeSi3", "method": "wB97M-V/def2-TZVPD", "spin_multiplicity": 1, "e_homo_ev": -7.7, "elements": ["Au", "N", "N", "C", "O", "O", "H", "H", "H", "C", "Ge", "C", "C", "C", "Se", "C", "H", "H", "H", "H", "H", "H", "H", "H", "H", "H", "H", "H", "H", "H", "C", "Si", "C", "C", "Sb", "Si", "C", "C", "C", "Si", "C", "C", "C", "H", "H", "H", "H", "H", "H", "H", "H", "H", "H", "H", "H", "H", "H", "H", "H", "H", "H", "H", "H", "H", "H", "H", "H", "H", "H", "H"], "coordinates": [[1.335, -0.809, -1.427], [3.659, -1.095, -1.281], [4.130, -1.288, 0.024], [3.367, -0.857, 1.162], [4.025, -0.814, 2.208], [2.149, -0.604, 0.960], [3.999, -1.847, -1.865], [3.971, -0.201, -1.657], [5.120, -1.144, 0.145], [-0.857, 2.643, -1.847], [0.511, 3.987, -2.195], [0.463, 5.337, -0.792], [0.184, 4.811, -3.936], [2.245, 3.079, -2.262], [2.685, 2.138, -0.597], [3.551, 3.627, 0.309], [-1.818, 3.121, -1.642], [-0.573, 2.034, -0.988], [-0.974, 1.985, -2.711], [-0.498, 5.855, -0.826], [1.256, 6.076, -0.916], [0.563, 4.870, 0.191], [-0.782, 5.321, -3.942], [0.176, 4.050, -4.718], [0.960, 5.542, -4.173], [3.070, 3.754, -2.491], [2.209, 2.321, -3.048], [2.842, 4.435, 0.464], [4.400, 3.973, -0.275], [3.895, 3.248, 1.268], [-2.566, -3.320, -1.892], [-2.774, -1.702, -0.980], [-4.229, -1.830, 0.190], [-3.145, -0.413, -2.270], [-0.563, -1.271, 0.232], [-0.009, -3.614, 1.115], [0.561, -4.610, -0.351], [1.331, -3.625, 2.389], [-1.579, -4.312, 1.845], [-0.810, 0.189, 2.338], [0.316, -0.310, 3.711], [-2.567, -0.151, 2.879], [-0.630, 1.976, 1.873], [-3.398, -3.450, -2.593], [-2.548, -4.182, -1.220], [-1.636, -3.324, -2.468], [-5.050, -2.372, -0.290], [-4.594, -0.838, 0.466], [-3.967, -2.356, 1.111], [-4.045, -0.723, -2.812], [-2.325, -0.328, -2.988], [-3.323, 0.579, -1.844], [1.491, -4.176, -0.732], [-0.167, -4.617, -1.165], [0.761, -5.645, -0.056], [2.258, -3.223, 1.987], [1.503, -4.658, 2.712], [1.082, -3.025, 3.265], [-2.396, -4.346, 1.118], [-1.909, -3.704, 2.694], [-1.405, -5.330, 2.210], [0.006, -1.266, 4.140], [0.247, 0.454, 4.494], [1.353, -0.392, 3.376], [-2.730, -1.222, 3.031], [-3.300, 0.204, 2.151], [-2.758, 0.355, 3.833], [0.256, 2.117, 1.245], [-0.500, 2.573, 2.782], [-1.507, 2.343, 1.335]], "nbo_charge": [0.50, -0.69, -0.55, 0.87, -0.73, -0.87, 0.37, 0.37, 0.38, -1.10, 1.63, -1.10, -1.09, -1.05, 0.28, -0.78, 0.23, 0.24, 0.23, 0.23, 0.23, 0.23, 0.23, 0.23, 0.23, 0.23, 0.23, 0.22, 0.21, 0.24, -1.13, 1.34, -1.13, -1.13, -0.23, 1.41, -1.13, -1.14, -1.14, 1.47, -1.15, -1.14, -1.15, 0.24, 0.24, 0.24, 0.24, 0.24, 0.24, 0.24, 0.25, 0.24, 0.25, 0.24, 0.24, 0.27, 0.24, 0.25, 0.23, 0.24, 0.24, 0.23, 0.24, 0.30, 0.23, 0.23, 0.24, 0.26, 0.24, 0.24]}

=====

Most stable: one). Least stable: two).